1.
{"formula": "C4H9NS2", "method": "ωB97M-V/def2-TZVPD", "species": ["S", "S", "N", "C", "C", "C", "C", "H", "H", "H", "H", "H", "H", "H", "H", "H"], "positions_angstrom": [[2.457, -0.750, -0.505], [-0.097, 1.094, -0.502], [-1.389, 0.242, 0.304], [-2.463, -0.087, -0.389], [1.498, -0.528, 1.063], [1.028, 0.916, 0.910], [-3.539, -0.895, 0.170], [-2.348, 0.329, -1.454], [1.388, -1.295, -1.279], [-4.561, -0.583, 0.306], [1.996, 1.532, 0.598], [0.554, -1.211, 0.960], [-3.163, -1.301, 1.222], [-3.481, -1.822, -0.560], [0.465, 1.324, 1.722], [1.986, -0.607, 1.952]], "nbo_charge": [-0.08, 0.37, -0.59, 0.08, -0.52, -0.54, -0.67, 0.17, 0.15, 0.24, 0.23, 0.24, 0.24, 0.23, 0.23, 0.22], "total_energy_ha": -1008.850371, "smiles": "C/C=N/SCCS", "lumo_energy_ev": 0.8, "homo_ev": -8.3, "orbital_gap_ev": 9.060, "relative_energy_ev": 2.528, "charge": 0}

2.
{"formula": "C4H9NS2", "method": "ωB97M-V/def2-TZVPD", "species": ["S", "S", "N", "C", "C", "C", "C", "H", "H", "H", "H", "H", "H", "H", "H", "H"], "positions_angstrom": [[-0.915, 0.085, 2.000], [1.373, 2.548, 1.699], [-0.741, 1.058, 0.833], [0.570, -0.968, 1.562], [-0.046, 0.527, -0.298], [0.570, -0.844, 0.056], [-0.957, 0.560, -1.459], [0.513, 3.507, 1.595], [1.605, -0.992, -0.248], [0.417, -1.931, 2.022], [1.461, -0.528, 2.007], [-0.180, -1.462, -0.311], [-1.439, 1.534, -1.510], [-1.784, -0.195, -1.188], [-0.429, 0.005, -2.408], [0.878, 1.111, -0.625]], "nbo_charge": [0.70, -0.23, -0.64, -0.55, -0.11, -0.45, -0.60, 0.10, 0.23, 0.23, 0.22, 0.21, 0.24, 0.19, 0.22, 0.22], "total_energy_ha": -1008.805210, "lumo_energy_ev": [-0.6, -1.5], "homo_ev": [-9.1, -7.9], "orbital_gap_ev": [8.525, 6.335], "relative_energy_ev": 3.757, "charge": 0}

3.
{"formula": "C4H9NS2", "method": "ωB97M-V/def2-TZVPD", "species": ["S", "S", "N", "C", "C", "C", "C", "H", "H", "H", "H", "H", "H", "H", "H", "H"], "positions_angstrom": [[-3.749, 1.193, -0.236], [-2.817, -1.352, 0.743], [-1.048, 0.388, -0.227], [0.686, -0.697, 1.287], [0.122, -0.533, -0.167], [1.114, 0.096, -1.072], [-2.464, 0.015, 0.017], [1.554, -1.393, 1.173], [-4.460, 0.633, 0.887], [-0.198, -1.499, -0.449], [-0.921, 1.244, -0.865], [1.916, -0.650, -1.435], [1.702, 0.979, -0.789], [-0.153, -1.079, 1.953], [0.975, 0.278, 1.696], [0.662, 0.541, -1.986]], "nbo_charge": [0.03, -0.07, -0.61, -0.61, -0.06, -0.63, -0.14, 0.21, 0.19, 0.21, 0.39, 0.23, 0.22, 0.23, 0.21, 0.21], "total_energy_ha": -1008.895228, "smiles": "CC(C)NC(=S)S", "lumo_energy_ev": 0.3, "homo_ev": -8.5, "orbital_gap_ev": 8.739, "relative_energy_ev": 1.307, "charge": 0}

4.
{"formula": "C4H9O", "method": "ωB97M-V/def2-TZVPD", "species": ["O", "C", "C", "C", "C", "H", "H", "H", "H", "H", "H", "H", "H", "H"], "positions_angstrom": [[-2.060, -0.577, -0.206], [-2.743, -0.268, 0.925], [2.584, 0.146, 0.659], [2.146, 0.483, -0.543], [0.749, 0.255, -1.042], [0.512, 1.103, -1.689], [-0.011, 0.230, -0.257], [-3.852, -0.329, 0.796], [0.668, -0.681, -1.591], [2.876, 0.881, -1.207], [3.596, 0.275, 1.018], [1.941, -0.348, 1.384], [-2.507, -0.922, 1.807], [-2.527, 0.761, 1.319]], "nbo_charge": [-0.99, -0.19, -0.44, -0.15, -0.67, 0.19, 0.30, 0.07, 0.22, 0.17, 0.17, 0.19, 0.07, 0.07], "total_energy_ha": -232.981425, "lumo_energy_ev": 4.0, "homo_ev": -2.0, "orbital_gap_ev": 5.932, "relative_energy_ev": 1.021, "charge": -1}

5.
{"formula": "C4H9O", "method": "ωB97M-V/def2-TZVPD", "species": ["O", "C", "C", "C", "C", "H", "H", "H", "H", "H", "H", "H", "H", "H"], "positions_angstrom": [[-1.798, -1.131, -0.131], [1.553, 0.680, -0.182], [-0.366, 0.096, 1.493], [-0.569, -0.846, 0.302], [0.077, 0.526, 0.102], [2.135, -0.076, 0.353], [0.189, -1.659, 0.204], [-1.290, 0.533, 1.839], [-0.555, 1.243, -0.406], [1.777, 0.586, -1.246], [0.435, -0.047, 2.210], [2.658, 2.376, -6.534], [2.195, 1.936, -6.937], [1.925, 1.662, 0.155]], "nbo_charge": [-0.93, -0.60, -0.52, 0.17, -0.31, 0.19, 0.08, 0.20, 0.19, 0.19, 0.17, 0.00, 0.00, 0.17], "total_energy_ha": -232.965356, "lumo_energy_ev": 4.2, "homo_ev": -1.8, "orbital_gap_ev": 5.949, "relative_energy_ev": 1.458, "charge": -1}

6.
{"formula": "C4H9O2", "method": "ωB97M-V/def2-TZVPD", "species": ["O", "O", "C", "C", "C", "C", "H", "H", "H", "H", "H", "H", "H", "H", "H"], "positions_angstrom": [[0.937, 2.443, 0.297], [-1.065, -2.285, -0.459], [0.278, -0.311, -0.761], [0.152, -1.831, -0.631], [-0.575, 0.460, 0.324], [-0.112, 1.748, 0.801], [0.872, -2.392, -1.472], [1.364, -0.010, -0.597], [0.808, -2.086, 0.325], [1.316, -0.241, 2.358], [-0.814, 1.636, -0.195], [-0.576, 2.124, 1.667], [1.047, -0.703, 1.839], [-0.039, 0.065, -1.796], [-1.411, -0.050, 0.770]], "nbo_charge": [-0.67, -0.30, -0.48, -0.12, -0.27, 0.14, 0.20, 0.25, 0.26, 0.04, 0.34, 0.18, -0.04, 0.24, 0.25], "total_energy_ha": -308.037362, "spin_multiplicity": 2, "lumo_energy_ev": [0.7, -2.2], "homo_ev": [-9.3, -9.3], "orbital_gap_ev": [10.023, 7.107], "relative_energy_ev": 4.785, "charge": 0}

7.
{"formula": "C4H9O2", "method": "ωB97M-V/def2-TZVPD", "species": ["O", "O", "C", "C", "C", "C", "H", "H", "H", "H", "H", "H", "H", "H", "H"], "positions_angstrom": [[2.201, 1.339, -1.022], [2.338, -0.801, -1.523], [1.737, -0.263, 0.756], [2.133, 0.187, -0.734], [-2.068, -0.025, 0.673], [-1.556, 0.326, -0.805], [-2.355, -1.152, 0.610], [-1.152, 1.337, -0.989], [-2.742, 0.673, 1.017], [2.722, -0.341, 1.296], [-0.581, -0.187, -0.891], [-2.131, -0.042, -1.582], [1.080, 0.387, 1.282], [1.587, -1.297, 0.558], [-1.213, -0.141, 1.357]], "nbo_charge": [-0.56, -0.16, -0.71, 0.72, -0.60, -0.61, 0.21, 0.21, 0.21, 0.24, 0.19, 0.21, 0.25, 0.23, 0.20], "total_energy_ha": -308.171921, "spin_multiplicity": 2, "lumo_energy_ev": [0.8, -3.3], "homo_ev": [-10.7, -10.5], "orbital_gap_ev": [11.576, 7.179], "relative_energy_ev": 1.123, "charge": 0}

8.
{"formula": "C4H9O2P", "method": "ωB97M-V/def2-TZVPD", "species": ["P", "O", "O", "C", "C", "C", "C", "H", "H", "H", "H", "H", "H", "H", "H", "H"], "positions_angstrom": [[3.062, -3.070, -1.030], [0.758, -3.181, 0.187], [0.502, -0.041, -0.316], [-0.663, 0.600, -0.124], [-0.751, 1.857, 0.229], [1.697, -3.802, -0.520], [-2.044, 2.622, 0.359], [-1.866, 3.650, -0.087], [1.267, 0.410, 0.090], [0.759, -2.232, 0.249], [-2.789, 2.179, -0.240], [0.086, 2.620, 0.302], [1.490, -4.910, -0.584], [-1.519, -0.173, -0.114], [3.507, -4.244, -1.606], [-2.286, 2.838, 1.401]], "nbo_charge": [0.21, -0.69, -0.71, 0.13, -0.30, -0.19, -0.63, 0.21, 0.49, 0.50, 0.21, 0.20, 0.20, 0.19, -0.04, 0.22], "total_energy_ha": -649.540545, "smiles": "[H]/P=C/O.C/C=C/O", "lumo_energy_ev": 0.8, "homo_ev": -8.7, "orbital_gap_ev": 9.470, "relative_energy_ev": 4.118, "charge": 0}

9.
{"formula": "C4H9O2PS", "method": "ωB97M-V/def2-TZVPD", "species": ["S", "P", "O", "O", "C", "C", "C", "C", "H", "H", "H", "H", "H", "H", "H", "H", "H"], "positions_angstrom": [[3.512, -0.357, 0.887], [-0.666, 0.220, -0.131], [-1.756, -0.539, 0.438], [0.599, -0.806, -0.401], [0.322, -2.189, -0.575], [-0.917, 1.089, -1.770], [2.957, -0.061, -0.493], [0.203, 1.402, 0.971], [-0.071, 1.560, -2.194], [0.283, 0.906, 2.013], [-0.011, -2.375, -1.502], [1.216, 1.539, 0.666], [-0.223, 2.431, 1.132], [1.306, -2.576, -0.451], [-1.595, 2.053, -1.668], [-0.260, -2.588, 0.180], [-1.514, 0.575, -2.496]], "nbo_charge": [0.15, 2.16, -1.09, -0.82, -0.23, -1.02, -0.16, -1.03, 0.25, 0.26, 0.17, 0.25, 0.25, 0.18, 0.24, 0.20, 0.25], "total_energy_ha": -1047.771023, "lumo_energy_ev": 0.0, "homo_ev": -10.3, "orbital_gap_ev": 10.359, "relative_energy_ev": 1.672, "charge": 0}

10.
{"formula": "C4H9O3", "method": "ωB97M-V/def2-TZVPD", "species": ["O", "O", "O", "C", "C", "C", "C", "H", "H", "H", "H", "H", "H", "H", "H", "H"], "positions_angstrom": [[-1.826, 1.245, 1.663], [1.496, -1.401, -0.953], [-0.556, 2.297, 0.139], [0.451, -0.619, -1.535], [-0.739, 1.536, 1.107], [0.522, 0.913, 1.833], [-0.898, -1.255, -1.210], [-1.048, -1.112, -0.139], [1.676, -1.035, -0.067], [1.427, 0.945, 1.225], [0.580, 1.639, 2.650], [0.467, 0.426, -1.199], [-1.682, -0.699, -1.718], [0.346, -0.054, 2.297], [0.617, -0.520, -2.605], [-0.832, -2.305, -1.486]], "nbo_charge": [-0.80, -0.75, -0.79, -0.08, 0.76, -0.77, -0.64, 0.23, 0.47, 0.18, 0.21, 0.21, 0.21, 0.20, 0.15, 0.19], "total_energy_ha": -383.578311, "lumo_energy_ev": 3.8, "homo_ev": -4.1, "orbital_gap_ev": 7.915, "relative_energy_ev": 0.768, "charge": -1}

11.
{"formula": "C4H9O3", "method": "ωB97M-V/def2-TZVPD", "species": ["O", "O", "O", "C", "C", "C", "C", "H", "H", "H", "H", "H", "H", "H", "H", "H"], "positions_angstrom": [[-0.511, -1.631, -1.032], [0.262, 1.217, 0.673], [0.232, 0.899, -1.551], [0.286, 1.619, -0.511], [-0.878, -1.874, 0.304], [0.363, 3.125, -0.759], [0.301, -2.268, 1.185], [-0.257, 3.713, -0.081], [0.738, -3.217, 0.844], [0.106, 3.306, -1.801], [-1.573, -2.717, 0.273], [-1.361, -0.985, 0.735], [-0.055, -2.434, 2.200], [1.073, -1.502, 1.233], [1.383, 3.462, -0.573], [-0.109, -0.713, -1.140]], "nbo_charge": [-0.79, -0.78, -0.80, 0.77, -0.05, -0.73, -0.63, 0.20, 0.18, 0.20, 0.13, 0.17, 0.18, 0.23, 0.20, 0.52], "total_energy_ha": -383.600583, "lumo_energy_ev": 4.3, "homo_ev": -4.5, "orbital_gap_ev": 8.839, "relative_energy_ev": 0.162, "charge": -1}

12.
{"formula": "C4H9O3S", "method": "ωB97M-V/def2-TZVPD", "species": ["S", "O", "O", "O", "C", "C", "C", "C", "H", "H", "H", "H", "H", "H", "H", "H", "H"], "positions_angstrom": [[-0.054, 0.134, -3.188], [-1.614, -1.513, 1.759], [0.620, -1.289, 1.555], [2.884, 0.146, 1.557], [-0.931, 0.025, -1.586], [-0.725, 0.536, 0.869], [-0.116, 0.704, -0.516], [-0.582, -0.905, 1.448], [-0.571, -0.921, -3.816], [3.330, -0.389, 2.212], [-1.767, 0.785, 0.877], [0.901, 0.326, -0.471], [-0.260, 1.215, 1.586], [-1.311, -0.957, -1.310], [2.006, -0.285, 1.432], [0.037, 1.773, -0.687], [-1.846, 0.614, -1.721]], "nbo_charge": [-0.08, -0.75, -0.82, -1.01, -0.50, -0.52, -0.42, 0.77, 0.11, 0.45, 0.19, 0.23, 0.21, 0.24, 0.51, 0.19, 0.19], "total_energy_ha": -781.799092, "lumo_energy_ev": 3.0, "homo_ev": -4.6, "orbital_gap_ev": 7.654, "relative_energy_ev": 0.180, "charge": -1}

13.
{"formula": "C4H9O3S", "method": "ωB97M-V/def2-TZVPD", "species": ["S", "O", "O", "O", "C", "C", "C", "C", "H", "H", "H", "H", "H", "H", "H", "H", "H"], "positions_angstrom": [[2.903, 3.340, -0.021], [-0.359, -1.761, 2.032], [-2.712, -0.901, -1.623], [0.122, -3.068, 0.127], [-0.737, -1.678, -0.591], [-0.583, -0.239, -0.556], [0.372, -2.221, 1.143], [0.469, 0.562, -0.304], [-3.364, -0.817, -2.273], [-0.922, -2.209, -1.541], [-1.556, -1.878, 0.108], [2.259, 5.596, 1.348], [-1.657, 0.198, -0.665], [1.420, 0.518, -0.871], [1.535, -2.142, 1.145], [0.582, 1.322, 0.495], [2.228, 5.377, 2.048]], "nbo_charge": [-0.16, -0.63, -1.27, -0.59, -0.11, -0.19, 0.63, -0.45, 0.42, 0.27, 0.27, -0.01, 0.34, 0.17, 0.08, 0.21, 0.02], "total_energy_ha": -781.353861, "lumo_energy_ev": -1.1, "homo_ev": -3.9, "orbital_gap_ev": 2.819, "relative_energy_ev": 12.295, "charge": -1}

14.
{"formula": "C4H9O4", "method": "ωB97M-V/def2-TZVPD", "species": ["O", "O", "O", "O", "C", "C", "C", "C", "H", "H", "H", "H", "H", "H", "H", "H", "H"], "positions_angstrom": [[-0.079, -1.525, -1.184], [1.290, 1.496, 1.144], [3.581, 0.790, 1.898], [1.792, 0.543, -0.780], [-0.798, -0.764, -0.304], [0.956, 0.918, 0.033], [-0.489, 0.747, -0.234], [-2.343, -0.979, -0.540], [-0.526, -1.101, 0.805], [-2.675, -0.729, -1.637], [3.249, 0.087, 2.303], [2.827, 1.305, 1.514], [-0.575, 1.181, -1.204], [-1.165, 1.328, 0.478], [0.540, -0.910, -1.683], [-2.532, -1.989, -0.559], [-3.055, -0.400, -0.050]], "nbo_charge": [-0.74, -0.81, -1.01, -0.75, 0.14, 0.75, -0.54, -0.63, 0.14, 0.18, 0.44, 0.50, 0.20, 0.22, 0.51, 0.20, 0.20], "total_energy_ha": -458.814126, "lumo_energy_ev": 3.7, "homo_ev": -4.7, "orbital_gap_ev": 8.427, "relative_energy_ev": 1.452, "charge": -1}

15.
{"formula": "C4H9O6P", "method": "ωB97M-V/def2-TZVPD", "species": ["P", "O", "O", "O", "O", "O", "O", "C", "C", "C", "C", "H", "H", "H", "H", "H", "H", "H", "H", "H"], "positions_angstrom": [[-0.398, -0.751, -0.033], [-2.454, -0.979, -1.793], [0.756, -1.309, -0.711], [-0.426, 0.807, 2.328], [-1.869, -2.970, -0.757], [-0.660, 0.837, -0.345], [1.590, -0.224, 1.754], [-1.960, -1.668, -0.932], [0.210, -0.292, 1.918], [2.209, 0.904, 1.034], [-0.444, 1.237, -1.729], [1.971, 0.758, -0.066], [-1.350, 1.289, -2.366], [3.382, 0.783, 1.182], [-2.249, -3.372, -1.626], [0.483, 0.557, -1.976], [-0.465, 1.408, 1.628], [1.790, 1.929, 1.385], [0.110, -1.225, 2.686], [-0.226, 2.281, -1.579]], "nbo_charge": [1.77, -0.58, -1.09, -0.70, -0.65, -0.86, -0.55, 0.58, 0.23, -0.29, -0.29, 0.20, 0.21, 0.22, 0.50, 0.22, 0.49, 0.18, 0.20, 0.19], "total_energy_ha": -950.555238, "smiles": "CO[C@@H](O)[P@](=O)(OC)C(=O)O", "lumo_energy_ev": 0.4, "homo_ev": -9.0, "orbital_gap_ev": 9.432, "relative_energy_ev": 2.668, "charge": 0}

16.
{"formula": "C4H9OP", "method": "ωB97M-V/def2-TZVPD", "species": ["P", "O", "C", "C", "C", "C", "H", "H", "H", "H", "H", "H", "H", "H", "H"], "positions_angstrom": [[0.832, -1.616, 0.608], [1.652, -0.725, 1.447], [0.255, 2.033, -0.414], [0.642, 0.798, -1.107], [-0.785, -1.707, 1.524], [-0.180, -0.201, -1.317], [0.046, -1.130, -1.953], [-1.108, -2.641, 1.547], [-0.841, -1.162, 2.422], [-0.733, 2.000, 0.046], [1.029, 2.474, 0.364], [-1.423, -1.312, 0.762], [-1.244, -0.240, -1.270], [0.315, 2.882, -1.041], [1.544, 0.547, -1.618]], "nbo_charge": [1.31, -1.05, -0.66, -0.12, -1.03, -0.49, 0.22, 0.22, 0.24, 0.23, 0.24, 0.23, 0.20, 0.24, 0.22], "total_energy_ha": -574.314355, "smiles": "C=CC.CP=O", "lumo_energy_ev": 0.2, "homo_ev": -8.5, "orbital_gap_ev": 8.636, "relative_energy_ev": 1.745, "charge": 0}